<i>
ORCA calculation (wB97M-V/def2-TZVPD) on 2 unconnected molecules or ions with the total composition C4H12O.

Last column: Mulliken charge in e.
Atoms and positions in Å:
1 C -0.539 2.137 0.414  -0.7155
2 C -1.515 2.890 -0.572  -0.8924
3 H -0.896 1.137 0.668  0.2084
4 H 0.442 1.966 -0.120  0.1761
5 H -0.342 2.631 1.393  0.3508
6 H -2.011 3.612 0.073  0.2566
7 H -2.352 2.205 -0.767  0.2675
8 H -0.985 3.457 -1.253  0.3485
9 C 1.037 -1.735 -0.498  -0.1502
10 C 1.174 -2.675 0.637  -1.0242
11 O -0.074 -0.866 -0.054  -0.5143
12 H 1.952 -1.119 -0.719  0.2791
13 H 0.650 -2.144 -1.397  0.2325
14 H 2.107 -3.070 0.733  0.3683
15 H 0.051 0.103 -0.100  0.2592
16 H 0.298 -3.366 0.511  0.2608
17 H 0.737 -2.187 1.521  0.2888

Properties
molar mass: 76.14 g mol⁻¹
Kohn-Sham gap: 11.2 eV
total charge: 0
highest occupied orbital energy: -0.37207 Eh

=====

<ii>
ORCA calculation (wB97M-V/def2-TZVPD) on 2 unconnected molecules or ions with the total composition C4H12O.

Last column: Mulliken charge in e.
Atoms and positions in Å:
1 C -0.446 1.824 -0.647  -0.5770
2 C 0.338 2.384 -1.757  -0.7719
3 H 0.111 1.964 0.297  0.2774
4 H -1.540 2.073 -0.559  0.3529
5 H -0.165 0.599 -0.462  0.0305
6 H 0.489 1.705 -2.649  0.2519
7 H 1.466 2.438 -1.460  0.2193
8 H -0.057 3.369 -1.992  0.2758
9 C 0.256 -1.302 1.265  0.0576
10 C -0.708 -2.134 0.563  -1.0033
11 O 1.493 -1.895 1.242  -0.5704
12 H 0.419 -0.496 0.629  -0.0670
13 H -0.011 -0.841 2.342  0.2873
14 H -0.374 -3.026 0.084  0.3579
15 H 1.557 -2.462 2.027  0.3025
16 H -1.418 -1.539 -0.118  0.2366
17 H -1.411 -2.661 1.196  0.3400

Properties
molar mass: 76.14 g mol⁻¹
Kohn-Sham gap: 11.2 eV
total charge: 0
highest occupied orbital energy: -0.37622 Eh

=====

The energy of each structure relative to the most stable one, in kcal/mol, is as follows: <i> 0.0; <ii> 17.5.

=====

<i>
ORCA calculation (wB97M-V/def2-TZVPD) on 2 unconnected molecules or ions with the total composition C4H12O.

Last column: Mulliken charge in e.
Atoms and positions in Å:
1 C -1.575 1.231 -0.705  -0.1415
2 C -0.607 2.270 -0.046  -1.0480
3 O -1.017 -0.049 -0.523  -0.5309
4 H -2.579 1.303 -0.293  0.2572
5 H -1.583 1.525 -1.735  0.2634
6 H 0.120 2.612 -0.779  0.2714
7 H -0.307 -0.149 0.121  0.1603
8 H -0.089 1.838 0.800  0.3126
9 H -1.048 3.275 0.157  0.3347
10 C 1.189 -2.081 1.197  -0.8924
11 C 1.824 -1.329 0.027  -0.7143
12 H 1.892 -2.798 1.631  0.3298
13 H 0.639 -1.490 1.940  0.3075
14 H 0.480 -2.829 0.862  0.3189
15 H 1.953 -1.985 -0.896  0.2414
16 H 2.781 -0.842 0.205  0.2659
17 H 1.114 -0.690 -0.438  0.2639

Properties
molar mass: 76.14 g mol⁻¹
Kohn-Sham gap: 11.3 eV
total charge: 0
highest occupied orbital energy: -0.37773 Eh

=====

<ii>
ORCA calculation (wB97M-V/def2-TZVPD) on 2 unconnected molecules or ions with the total composition C4H12O.

Last column: Mulliken charge in e.
Atoms and positions in Å:
1 C -0.430 -0.979 -1.103  -1.0444
2 C -0.558 0.404 -0.476  -0.3860
3 C -0.682 0.430 1.037  -0.3277
4 C -0.749 1.891 1.537  -1.1941
5 H 0.582 -1.373 -1.110  0.1647
6 H -0.722 -0.965 -2.147  0.3421
7 H -1.066 -1.698 -0.582  0.2921
8 H -1.483 0.827 -0.879  0.2758
9 H 0.217 1.085 -0.812  0.3388
10 H 0.205 -0.009 1.474  0.2456
11 H -1.561 -0.042 1.387  0.3377
12 H 0.238 2.316 1.708  0.3010
13 H -1.259 1.939 2.504  0.3492
14 H -1.377 2.486 0.880  0.3283
15 H 2.690 -2.215 -0.379  0.3223
16 H 3.149 -1.654 -1.730  0.3188
17 O 2.807 -2.444 -1.309  -0.6641

Properties
molar mass: 76.14 g mol⁻¹
Kohn-Sham gap: 12.0 eV
total charge: 0
highest occupied orbital energy: -0.40916 Eh

=====

The energy of each structure relative to the most stable one, in kcal/mol, is as follows: <i> 24.3; <ii> 0.0.

=====

<i>
ORCA calculation (wB97M-V/def2-TZVPD) on a molecular structure, C3H3N2O.

Last column: Mulliken charge in e.
Atoms and positions in Å:
1 C 0.137 -1.678 0.338  0.3432
2 C -0.032 -0.601 -1.294  0.4113
3 C 0.092 0.664 0.753  -0.1845
4 N 0.040 -1.824 -1.111  -0.2409
5 N -0.063 0.532 -0.690  -0.1563
6 O 0.167 -0.780 1.099  -0.0921
7 H 1.068 1.231 1.092  0.2938
8 H -0.872 1.240 1.077  0.3162
9 H -0.537 1.215 -1.264  0.3093

Properties
molar mass: 83.07 g mol⁻¹
Kohn-Sham gap (alpha / beta): 9.2 / 8.3 eV
total charge: +1
highest occupied orbital energy (alpha / beta): -0.57009 / -0.55354 Eh

=====

<ii>
ORCA calculation (wB97M-V/def2-TZVPD) on a gas-phase ion, C3H3N2O (charge +1).

Last column: Mulliken charge in e.
Atoms and positions in Å:
1 C -1.135 -0.678 -1.484  0.7784
2 C -0.164 0.012 0.293  0.7290
3 C 0.754 0.486 1.242  -0.9226
4 N -1.189 -0.490 -0.056  -0.0808
5 N -1.310 -0.773 -2.706  -0.2407
6 O 0.052 -0.416 -1.962  -0.3365
7 H 1.413 1.186 0.933  0.3672
8 H 1.383 -0.268 1.632  0.3487
9 H 0.196 0.941 2.108  0.3574

Properties
molar mass: 83.07 g mol⁻¹
Kohn-Sham gap (alpha / beta): 7.3 / 7.3 eV
total charge: +1
highest occupied orbital energy (alpha / beta): -0.56213 / -0.56215 Eh

=====

The energy of each structure relative to the most stable one, in kcal/mol, is as follows: <i> 0.0; <ii> 30.3.